DFT (ωB97M-V with the def2-TZVPD basis set) results for a molecular structure, C31H21ClIN6O5S6V.

XYZ file:
```
72
Properties=species:S:1:pos:R:3:forces:R:3
V 0.378528 -0.322804 0.161649 -0.321 0.501 -2.617
S -1.552172 0.862388 0.405524 -0.008 0.146 -0.086
C -0.927738 1.955204 -0.794804 -0.134 -0.101 -0.090
S 0.353214 1.157221 -1.637294 0.225 0.076 -0.250
C -1.388489 3.213122 -0.990933 -0.059 0.338 0.005
C -0.829471 4.069014 -1.993672 0.024 -0.063 0.001
N -0.380209 4.756010 -2.799999 0.021 -0.071 0.055
C -2.428468 3.748656 -0.161070 -0.013 -0.023 -0.069
N -3.260765 4.183156 0.504373 0.083 -0.085 -0.046
Cl -3.641894 -6.025378 -1.222759 -0.005 -0.031 -0.020
C -2.629806 -4.769095 -0.609899 0.029 0.042 0.021
C -2.181935 -4.840404 0.678667 -0.069 -0.083 -0.029
C -1.360552 -3.826411 1.208589 0.278 0.146 0.411
I -0.633649 -3.946193 3.151240 -0.088 -0.040 -0.076
C -1.023261 -2.755294 0.433845 -0.171 -0.118 -0.200
O -0.254902 -1.721103 0.844944 -0.527 -1.527 1.500
C -1.480181 -2.673140 -0.898785 0.110 0.159 -0.086
N -1.080908 -1.571331 -1.575611 0.032 -0.078 0.113
C -1.455145 -1.446065 -2.823282 -0.014 0.101 0.103
C -2.237709 -2.415024 -3.485085 -0.030 0.008 -0.047
C -2.649314 -3.525326 -2.807146 -0.056 -0.027 -0.018
C -2.279871 -3.681699 -1.452596 0.018 -0.001 -0.020
H -2.461408 -5.681543 1.296608 0.019 0.006 0.008
H -1.129759 -0.546766 -3.334361 -0.001 -0.013 -0.016
H -2.499714 -2.265070 -4.523351 0.008 0.005 0.024
H -3.251292 -4.284281 -3.288397 0.005 0.017 0.005
C 4.041132 5.928554 -0.882286 0.028 -0.099 -0.006
C 4.498446 4.632160 -0.267156 -0.031 0.028 -0.063
C 5.286495 4.622806 0.882268 -0.031 0.025 0.032
C 5.759859 3.433686 1.408489 -0.009 -0.055 -0.042
C 5.425894 2.236081 0.787040 0.088 0.061 0.024
C 4.616590 2.212741 -0.338653 -0.011 -0.029 -0.001
C 4.164308 3.415478 -0.861480 -0.035 0.024 0.049
S 6.105649 0.742242 1.434158 0.028 -0.106 0.041
O 5.848364 -0.305556 0.496016 -0.085 0.032 -0.064
O 7.425667 1.044060 1.900487 -0.032 -0.023 0.043
N 5.256021 0.379344 2.793177 -0.154 0.270 0.185
C 3.841964 0.033379 2.739585 0.138 -0.008 -0.080
C 2.852245 1.205605 2.941633 0.246 -0.088 -0.352
C 1.515216 0.757368 2.431909 -0.270 -0.045 0.648
O 0.601406 0.399617 3.119177 0.043 0.035 -0.105
O 1.419668 0.695458 1.063861 1.095 0.437 1.411
H 4.342072 6.782083 -0.276456 -0.014 -0.008 -0.017
H 2.957879 5.949301 -1.000363 -0.032 -0.003 0.012
H 4.473871 6.044330 -1.878533 -0.009 0.029 0.039
H 5.543105 5.561219 1.360244 0.018 -0.024 -0.030
H 6.408882 3.425003 2.276050 -0.005 0.038 -0.043
H 4.374344 1.261152 -0.798772 -0.006 0.019 -0.040
H 3.547240 3.419173 -1.752686 -0.038 -0.030 -0.005
H 5.560683 0.949173 3.573533 -0.032 -0.121 0.007
H 3.659720 -0.723736 3.502053 -0.086 -0.054 -0.035
H 3.666039 -0.428298 1.766149 0.079 -0.048 -0.011
H 3.200932 2.076935 2.386042 -0.064 0.009 -0.059
H 2.737603 1.451516 3.993769 0.016 0.052 0.029
S 2.604367 -1.255238 -6.575038 0.039 -0.036 0.020
C 2.759196 -1.211158 -4.940361 0.101 0.262 0.112
S 1.645559 -1.988926 -3.849919 0.045 0.007 0.200
C 2.476873 -1.293543 -2.473556 -0.153 -0.021 -0.483
N 3.491368 -0.585067 -2.805247 0.223 0.138 0.062
N 3.676439 -0.552138 -4.159192 -0.035 -0.189 -0.012
C 4.842731 0.155732 -4.615786 -0.110 0.041 0.091
C 5.204983 1.313991 -3.942795 -0.057 0.027 -0.037
C 6.341273 2.003683 -4.330218 -0.018 0.015 0.014
C 7.111778 1.539274 -5.386315 0.014 -0.009 -0.016
C 6.746785 0.373836 -6.043395 -0.010 0.012 0.012
C 5.614535 -0.329950 -5.658503 0.045 -0.069 0.005
S 2.043332 -1.675800 -0.835187 -0.181 0.225 -0.097
H 4.604151 1.658017 -3.114456 -0.008 0.021 -0.017
H 6.622170 2.906916 -3.803419 -0.005 -0.024 0.004
H 7.999717 2.079032 -5.689615 -0.022 -0.008 -0.001
H 7.348889 0.000026 -6.861287 -0.003 -0.008 0.022
H 5.350834 -1.249916 -6.156039 -0.059 0.013 -0.023
```
Forces are in eV/Å.

Calculated values
M: 963.2 g mol⁻¹
HOMO level (spin up / spin down): -8.32 / -8.32 eV
Kohn-Sham gap (spin up / spin down): 5.527 / 5.525 eV
Energy above the lowest of the compared OMol25 structures with the same formula, charge and spin: 85.6 kJ/mol
Charge: 0
Calculated total energy: -5989.70967 Eh

Here are the Mulliken charges for atoms 1 to 8, given in e:
1 V 1.339
2 S -0.397
3 C 0.863
4 S -0.419
5 C 0.673
6 C -0.098
7 N -0.493
8 C -0.217